This record from the Open Molecules 2025 dataset describes a gas-phase ion, C5H9N2O (charge +1) at a distorted geometry. The level of theory is the ωB97M-V functional and the def2-TZVPD basis.

Element x y z (Å)
C (0.720, 1.406, -0.346)
H (0.743, -0.591, -1.311)
C (-0.785, -0.968, 0.593)
C (-0.853, 1.351, 0.255)
H (3.736, 0.345, 0.520)
O (2.071, -0.963, 0.227)
N (1.879, 1.139, 0.061)
H (0.640, 2.123, -1.187)
H (-2.150, -0.201, -0.743)
H (-1.243, 2.229, -0.295)
C (2.760, 0.233, 0.281)
C (0.649, -1.082, -0.230)
H (-0.511, -0.790, 1.644)
H (-1.188, -2.016, 0.359)
N (-1.775, 0.124, 0.145)
H (-0.550, 1.410, 1.315)
H (0.684, -2.152, -0.589)

## Properties
ΔE to the lowest compared entry with this formula, charge and spin: 6.275 eV
multiplicity: 1
HOMO level: -14.16 eV
charge: +1
SMILES string: C1=[N+]=COCCNC1
Kohn-Sham gap: 8.62 eV

This record from the Open Molecules 2025 dataset describes a gas-phase ion, C5H9I3N3 (charge +1) at a distorted geometry. The level of theory is the ωB97M-V functional and the def2-TZVPD basis.

Element x y z (Å)
H (-0.551, -0.673, -1.342)
H (-0.638, -1.109, 1.480)
N (-0.821, -0.151, -0.492)
H (-2.189, 1.051, -1.566)
H (1.559, -0.999, 0.589)
I (4.639, -0.471, 0.246)
C (2.823, 0.708, 0.302)
H (0.426, 1.513, -0.769)
I (-4.862, 0.969, 0.151)
C (1.629, -0.152, -0.096)
I (-1.099, -3.216, -0.173)
H (1.797, -0.548, -1.101)
H (2.962, 1.541, -0.382)
N (-2.598, -0.835, 0.901)
N (-1.996, 0.613, -0.676)
C (-1.293, -1.183, 0.613)
H (2.723, 1.085, 1.317)
C (0.343, 0.672, -0.075)
H (0.136, 1.072, 0.921)
C (-2.988, 0.111, 0.151)

## Properties
ΔE to the lowest compared entry with this formula, charge and spin: 0.000 eV
multiplicity: 1
HOMO level: -12.36 eV
charge: +1
SMILES string: ICCC[N@@H+]1NC(I)=N[C@H]1I
Kohn-Sham gap: 8.33 eV

This record from the Open Molecules 2025 dataset describes C3H7NP2 in the gas phase at a distorted geometry. The level of theory is the ωB97M-V functional and the def2-TZVPD basis.

Element x y z (Å)
C (-0.905, 1.531, 0.870)
H (-1.436, 2.359, 1.321)
H (0.647, 0.714, -1.786)
N (0.321, 0.478, -0.925)
H (0.183, 2.541, -0.656)
P (-0.768, -0.884, -1.008)
H (-1.281, -2.105, 1.084)
C (-0.437, -1.576, 0.668)
H (1.267, 1.827, 0.535)
P (-2.567, 0.239, -0.540)
H (0.266, -2.328, 0.505)
H (0.129, -0.844, 1.386)
C (0.202, 1.610, -0.008)

## Properties
ΔE to the lowest compared entry with this formula, charge and spin: 3.782 eV
multiplicity: 1
HOMO level (spin up / spin down): -8.36 / -8.23 eV
Kohn-Sham gap (spin up / spin down): 8.02 / 7.13 eV

This record from the Open Molecules 2025 dataset describes CH4BrP in the gas phase at a distorted geometry. The level of theory is the ωB97M-V functional and the def2-TZVPD basis.

Element x y z (Å)
P (-1.146, 1.089, -0.056)
H (1.214, 0.337, -0.486)
H (-0.016, -0.803, -1.248)
H (0.266, -0.636, 0.455)
H (-0.956, 0.946, 1.244)
Br (-3.004, -0.181, 0.002)
C (0.247, -0.040, -0.401)

## Properties
ΔE to the lowest compared entry with this formula, charge and spin: 0.426 eV
multiplicity: 1
HOMO level: -9.27 eV
SMILES string: CPBr
Kohn-Sham gap: 9.75 eV

This record from the Open Molecules 2025 dataset describes a molecular structure, C12H15ClCu2N3 at a distorted geometry. The level of theory is the ωB97M-V functional and the def2-TZVPD basis.

Element x y z (Å)
Cl (-5.669, -6.923, 5.795)
C (-3.344, -9.785, 8.302)
H (-2.516, -10.348, 10.311)
C (-7.027, -10.372, 6.835)
H (-4.397, -8.503, 6.977)
H (-4.228, -8.707, 11.240)
H (-9.691, -7.043, 11.377)
C (-4.605, -8.181, 9.061)
H (-7.812, -13.525, 6.674)
N (-9.460, -7.203, 10.406)
C (-7.466, -12.554, 6.993)
H (-9.032, -8.968, 7.689)
C (-7.151, -12.125, 8.262)
Cu (-6.856, -7.141, 3.535)
H (-7.453, -6.798, 7.849)
C (-3.177, -9.780, 9.674)
H (-10.572, -8.949, 9.943)
N (-4.141, -8.781, 7.914)
C (-4.093, -8.875, 10.181)
C (-9.023, -8.236, 8.483)
H (-7.999, -5.610, 10.262)
H (-5.254, -7.325, 8.953)
H (-6.515, -10.275, 8.916)
N (-6.883, -10.806, 8.139)
Cu (-4.449, -4.824, 6.842)
C (-8.522, -6.404, 9.750)
H (-7.494, -11.577, 5.032)
C (-9.815, -8.251, 9.617)
C (-7.354, -11.503, 6.101)
C (-8.214, -7.076, 8.564)
H (-2.764, -10.240, 7.513)
H (-6.856, -9.321, 6.655)
H (-7.130, -12.629, 9.216)

## Properties
multiplicity: 4
HOMO level (spin up / spin down): -22.82 / -22.76 eV
charge: +4
Kohn-Sham gap (spin up / spin down): 9.47 / 7.30 eV

This record from the Open Molecules 2025 dataset describes C5H10O2 in the gas phase. The level of theory is the ωB97M-V functional and the def2-TZVPD basis.

Element x y z (Å)
H (-0.598, 0.864, 2.172)
H (-0.740, -1.793, -1.508)
H (1.458, -1.153, 1.456)
H (0.225, 2.054, 1.135)
H (-1.151, -0.212, -2.193)
H (1.250, -0.402, -1.483)
H (2.217, 0.571, -0.367)
H (0.861, 1.318, -1.231)
H (1.177, 0.956, 2.142)
C (-1.389, -0.920, -1.390)
O (0.669, -1.283, 0.914)
C (0.270, 1.035, 1.534)
H (-2.438, -1.211, -1.470)
C (1.200, 0.399, -0.739)
C (-1.177, -0.259, -0.049)
O (-2.113, 0.036, 0.660)
C (0.281, 0.000, 0.417)

## Properties
ΔE to the lowest compared entry with this formula, charge and spin: 1.031 eV
multiplicity: 1
HOMO level: -9.62 eV
SMILES string: CC(=O)C(C)(C)O
Kohn-Sham gap: 10.42 eV

This record from the Open Molecules 2025 dataset describes 9 unconnected molecules or ions with the total composition H19O9 at a distorted geometry. The level of theory is the ωB97M-V functional and the def2-TZVPD basis.

Element x y z (Å)
O (-2.319, -0.725, -1.163)
H (-1.467, 2.736, 2.730)
H (-0.333, -2.052, -3.087)
H (1.205, -1.509, 3.058)
H (1.714, -0.208, 2.316)
O (1.463, 1.717, 0.379)
H (-2.918, -0.011, -1.283)
H (1.711, -2.959, -0.296)
H (1.139, -1.402, -2.924)
H (1.868, 2.446, 0.159)
O (0.489, -2.003, -2.516)
H (-1.496, 0.376, 3.010)
H (-1.057, 1.662, 2.325)
H (0.995, -3.162, -1.563)
H (0.143, -0.570, 0.769)
H (0.284, 0.748, -0.176)
H (-0.256, -0.658, -0.839)
H (-1.131, 1.144, -2.451)
O (1.571, -3.744, -0.898)
O (1.520, -1.191, 2.247)
O (-0.277, 0.913, -2.466)
H (0.143, 1.731, -2.365)
O (-0.564, 2.897, 2.347)
O (0.216, -0.204, -0.153)
H (-2.492, -1.071, -1.964)
H (1.806, 1.452, 1.300)
H (-0.764, 2.974, 1.318)
O (-1.193, 0.678, 2.190)

## Properties
ΔE to the lowest compared entry with this formula, charge and spin: 5.506 eV
multiplicity: 1
HOMO level: -12.76 eV
charge: +1
Kohn-Sham gap: 9.09 eV

This record from the Open Molecules 2025 dataset describes a molecular structure, C32H27AsN6O2S2Tc. The level of theory is the ωB97M-V functional and the def2-TZVPD basis.

Element x y z (Å)
O (1.923, 3.194, 1.793)
C (-0.707, 3.578, -0.405)
N (3.049, -0.590, -0.374)
C (-4.417, 3.381, 0.394)
H (4.922, -0.272, 1.319)
H (-2.987, -3.064, -4.899)
C (-2.596, -1.385, 3.992)
C (-2.329, -2.281, 1.775)
H (2.922, -4.357, 2.326)
H (1.082, -3.107, -2.085)
H (-4.977, 0.043, 0.386)
As (-0.287, -1.305, -0.093)
C (1.525, -3.323, -1.115)
H (4.515, 5.037, 0.261)
C (-2.507, -2.751, -3.983)
N (2.633, 2.536, 0.995)
H (-1.864, -3.866, -0.855)
H (-3.820, -2.940, 3.162)
C (-3.055, 3.334, 0.117)
N (4.161, 0.382, 1.409)
H (-1.859, -0.870, -4.792)
C (-1.292, -1.936, -1.615)
H (-0.078, 0.194, 2.377)
H (3.877, -5.329, 0.264)
N (2.315, -0.232, -1.533)
C (-4.422, 0.969, 0.318)
Tc (0.558, 0.982, -0.949)
H (-2.588, -0.020, -0.117)
C (-1.892, -3.185, -1.697)
H (2.946, -4.702, -1.939)
C (2.546, -4.052, 1.359)
O (2.706, 2.830, -1.361)
C (-3.072, 0.927, 0.043)
H (2.741, 6.611, -0.196)
H (4.339, 2.728, -0.217)
H (-6.151, 2.184, 0.715)
C (-1.876, -1.517, -3.924)
C (-0.880, -0.516, 2.553)
H (-4.930, 4.326, 0.511)
C (3.121, 0.361, 0.578)
H (-3.115, -1.378, 4.940)
S (-0.564, 0.538, -2.762)
N (2.138, 1.256, 0.586)
H (0.455, 5.913, -0.137)
C (1.515, -3.123, 1.284)
C (-2.992, -2.264, 2.993)
H (2.921, 0.255, -2.196)
N (-1.003, 2.301, -0.299)
H (-1.239, 0.181, 4.548)
C (2.547, 5.550, -0.269)
C (3.080, -4.600, 0.201)
C (1.172, 5.146, -0.419)
C (-1.267, -1.108, -2.743)
H (3.749, -1.314, -0.468)
C (-2.511, -3.586, -2.874)
H (1.104, -2.703, 2.195)
H (-2.988, -4.555, -2.927)
H (2.000, -1.105, -1.955)
C (3.529, 4.682, -0.010)
C (1.361, 2.750, -1.251)
C (3.363, 3.208, -0.144)
H (4.099, 0.923, 2.258)
C (-1.540, -0.512, 3.773)
C (-1.269, -1.407, 1.558)
C (2.563, -4.242, -1.037)
H (-2.655, -2.966, 1.004)
S (-1.981, 4.675, -0.135)
C (-5.091, 2.183, 0.502)
C (1.013, -2.742, 0.045)
C (-2.367, 2.126, -0.035)
C (0.675, 3.918, -0.717)

## Properties
multiplicity: 2
HOMO level (spin up / spin down): -13.73 / -13.73 eV
charge: +2
Kohn-Sham gap (spin up / spin down): 6.62 / 6.58 eV

This record from the Open Molecules 2025 dataset describes a molecular structure, C6H8O2 at a distorted geometry. The level of theory is the ωB97M-V functional and the def2-TZVPD basis.

Element x y z (Å)
H (0.641, 1.390, -1.278)
H (1.314, 1.898, 0.182)
C (-1.831, 0.121, -0.200)
O (1.220, -1.564, 0.086)
C (-0.608, 0.714, 0.344)
H (2.471, -0.269, -0.793)
H (-2.384, -1.976, -0.178)
H (-0.063, -0.570, -0.749)
H (2.281, -0.177, 1.004)
C (0.890, 1.029, -0.243)
O (-0.236, -0.240, 1.278)
C (1.814, -0.228, -0.005)
C (-0.116, -1.116, 0.106)
C (-1.597, -1.186, -0.212)
H (-2.727, 0.639, -0.277)
H (-1.069, 1.533, 0.935)

## Properties
ΔE to the lowest compared entry with this formula, charge and spin: 7.555 eV
multiplicity: 1
HOMO level: -9.25 eV
Kohn-Sham gap: 10.15 eV